No. 1
17
Properties=species:S:1:pos:R:3:forces:R:3 method="wB97M-V/def2-TZVPD" total_energy_ev=-23353.7003 homo_energy_ha=-0.3348 homo_lumo_gap_ha=0.355 smiles="[H]/P=C/C.C[PH2]=N" total_charge=0
C 2.6968 -1.3318 0.2650 2.6 -0.5 -0.3
C -2.1755 -0.7559 -0.6539 1.3 1.4 -2.3
C 1.9654 -0.0416 0.3165 -1.8 0.3 1.2
N -1.3642 1.5774 1.2523 0.2 -0.7 -0.1
P -1.7876 0.9662 -0.1135 0.5 1.4 -2.5
P 2.0402 1.4040 -0.5139 -0.1 0.2 0.1
H 2.0927 -2.2312 0.2243 -0.7 0.1 0.4
H 3.1953 -1.3753 -0.7432 0.4 0.0 1.2
H 3.4590 -1.5450 1.1791 -1.6 0.8 -2.2
H -1.3412 -1.4626 -0.7477 0.4 0.7 0.2
H -2.5148 -0.5646 -1.7477 -0.2 -0.6 2.0
H -2.7846 -1.1841 0.0604 -2.2 -1.0 0.8
H -2.7792 1.8032 -0.8783 0.5 -1.3 0.9
H 1.1232 -0.0418 1.0239 0.3 -0.1 0.0
H -1.9639 1.5168 2.0559 -0.2 -0.1 0.1
H -0.7471 1.1711 -1.0947 -0.4 0.0 0.9
H 0.8854 2.0954 0.1155 1.0 -0.7 -0.3

No. 2
17
Properties=species:S:1:pos:R:3:forces:R:3 method="wB97M-V/def2-TZVPD" total_energy_ev=-26449.3267 homo_energy_ha=-0.3111 homo_lumo_gap_ha=0.326 smiles=CNC.CSS total_charge=0
C 2.4011 0.3254 1.2757 -0.2 0.0 0.1
S 3.2840 0.3534 -0.2943 -0.2 -0.1 -0.1
S 1.5837 -0.0660 -1.4470 0.2 -0.2 -0.1
H 1.8802 -0.6197 1.4273 0.0 0.0 -0.1
H 3.1379 0.4213 2.0665 0.1 0.1 0.0
H 1.6859 1.1431 1.3297 0.0 0.1 0.0
H 1.9720 0.5319 -2.5822 0.1 0.1 0.1
C -1.9358 0.0577 -1.2996 -0.4 0.2 0.0
N -1.4396 0.5023 -0.0074 0.6 -0.3 0.0
C -1.4300 -0.5871 0.9565 -0.6 -0.3 0.0
H -2.9611 -0.2999 -1.1777 0.0 0.1 -0.1
H -1.3745 -0.7586 -1.7727 0.2 -0.1 0.1
H -1.9449 0.9026 -1.9876 -0.1 0.0 0.0
H -0.4702 0.7785 -0.1476 -0.2 0.2 0.0
H -0.9775 -1.5230 0.5994 0.3 0.1 -0.1
H -0.9434 -0.2922 1.8856 0.0 0.1 0.0
H -2.4676 -0.8698 1.1756 0.1 0.2 0.2

No. 3
16
Properties=species:S:1:pos:R:3:forces:R:3 method="wB97M-V/def2-TZVPD" total_energy_ev=-12651.6142 spin_multiplicity=3 homo_energy_ha="-0.2053 / -0.3284" homo_lumo_gap_ha="0.239 / 0.264" total_charge=0
C -2.3464 0.2716 0.0572 0.6 -0.2 2.3
C 2.0326 1.8422 0.2595 -0.5 5.2 1.5
C 1.3848 -1.1533 0.3992 0.5 0.3 -0.4
N -2.2299 -1.1006 -0.3937 1.3 -1.2 4.0
Si 2.1201 0.3285 -0.6331 -1.9 -3.6 -0.4
H -1.4514 0.8683 0.2564 0.8 -0.4 -0.1
H -2.8094 0.8403 -0.6864 -1.2 0.7 -1.1
H -2.8945 0.3831 1.0218 -0.1 -0.3 -0.7
H 1.3529 1.9764 1.1518 1.0 -0.4 -1.0
H -2.2060 -1.0782 -1.3597 0.8 -0.8 -2.0
H 2.2175 2.8847 -0.2336 -0.2 -2.1 0.9
H 0.7074 -0.8063 1.1746 0.5 0.5 0.6
H 0.6352 -1.6619 -0.1858 0.2 -0.5 -0.8
H 2.1055 -1.8925 0.8069 -0.4 0.5 -0.2
H -1.5269 -1.7632 0.1666 -2.1 2.3 -2.3
H 2.9084 0.0609 -1.8020 0.8 0.0 -0.2

Copy entry 3 word for word.
16
Properties=species:S:1:pos:R:3:forces:R:3 method="wB97M-V/def2-TZVPD" total_energy_ev=-12651.6142 spin_multiplicity=3 homo_energy_ha="-0.2053 / -0.3284" homo_lumo_gap_ha="0.239 / 0.264" total_charge=0
C -2.3464 0.2716 0.0572 0.6 -0.2 2.3
C 2.0326 1.8422 0.2595 -0.5 5.2 1.5
C 1.3848 -1.1533 0.3992 0.5 0.3 -0.4
N -2.2299 -1.1006 -0.3937 1.3 -1.2 4.0
Si 2.1201 0.3285 -0.6331 -1.9 -3.6 -0.4
H -1.4514 0.8683 0.2564 0.8 -0.4 -0.1
H -2.8094 0.8403 -0.6864 -1.2 0.7 -1.1
H -2.8945 0.3831 1.0218 -0.1 -0.3 -0.7
H 1.3529 1.9764 1.1518 1.0 -0.4 -1.0
H -2.2060 -1.0782 -1.3597 0.8 -0.8 -2.0
H 2.2175 2.8847 -0.2336 -0.2 -2.1 0.9
H 0.7074 -0.8063 1.1746 0.5 0.5 0.6
H 0.6352 -1.6619 -0.1858 0.2 -0.5 -0.8
H 2.1055 -1.8925 0.8069 -0.4 0.5 -0.2
H -1.5269 -1.7632 0.1666 -2.1 2.3 -2.3
H 2.9084 0.0609 -1.8020 0.8 0.0 -0.2